(1)
{
  "formula": "CH4NS2",
  "method": "ωB97M-V/def2-TZVPD",
  "species": ["C", "N", "S", "S", "H", "H", "H", "H"],
  "xyz": [[1.171, -0.434, 0.306], [0.022, -0.256, -0.480], [2.673, -0.792, -0.603], [2.282, 0.832, 0.607], [0.605, -1.318, 1.448], [0.395, 0.143, -1.385], [-0.565, 0.509, 0.016], [-0.582, -1.046, -0.792]],
  "forces_ev_per_angstrom": [[-0.07, -5.22, 4.83], [-2.58, 3.35, -2.31], [-0.23, -0.64, 0.14], [0.12, 1.24, 0.35], [2.27, 2.59, -3.27], [-0.73, 0.06, 0.62], [0.56, -1.54, -1.28], [0.66, 0.15, 0.92]],
  "lowdin_charge": [-1.167, 0.051, 0.623, 0.651, 0.272, 0.163, 0.213, 0.193],
  "total_charge": 1,
  "e_lumo_ev": -4.764,
  "energy_ev": -24252.4162,
  "gap_ev": 8.7689,
  "spin_multiplicity": 1,
  "de_lowest_ev": 1.5758
}


(2)
{
  "formula": "CH4O2",
  "method": "ωB97M-V/def2-TZVPD",
  "species": ["C", "O", "O", "H", "H", "H", "H"],
  "xyz": [[1.148, -0.379, -0.108], [-1.608, 0.249, -0.202], [1.220, 0.821, -0.124], [1.514, -0.828, 0.874], [0.864, -0.948, -0.930], [-1.567, 1.215, -0.160], [-1.572, -0.130, 0.651]],
  "forces_ev_per_angstrom": [[1.79, 1.73, 3.24], [-0.39, 0.49, -1.93], [-0.15, 0.23, -0.60], [-0.61, -0.53, -1.06], [-0.74, -1.33, -1.60], [0.12, -0.47, 0.39], [-0.02, -0.12, 1.56]],
  "lowdin_charge": [-0.152, -0.046, -0.025, 0.100, 0.056, 0.055, 0.012],
  "total_charge": 0,
  "e_lumo_ev": 0.877,
  "smiles": "C=O.O",
  "energy_ev": -5195.5945,
  "gap_ev": 10.9029,
  "spin_multiplicity": 1,
  "de_lowest_ev": 0.4299
}